{"formula": "H20O10", "method": "wB97M-V/def2-TZVPD", "symbols": ["O", "H", "H", "O", "H", "H", "O", "H", "H", "O", "H", "H", "O", "H", "H", "O", "H", "H", "O", "H", "H", "O", "H", "H", "O", "H", "H", "O", "H", "H"], "coordinates": [[-22.43740, 2.68053, -19.56094], [-21.49258, 2.77007, -19.68553], [-22.64167, 3.27500, -18.83905], [-18.44081, 0.10827, -20.24158], [-18.06673, 0.65516, -20.93238], [-19.34873, -0.03092, -20.51089], [-22.62586, 2.11912, -22.83403], [-22.55796, 1.16679, -22.90251], [-22.34932, 2.31569, -21.93898], [-15.54727, 1.49298, -21.45410], [-14.98453, 2.08830, -20.95898], [-15.76601, 1.97644, -22.25075], [-19.24319, 2.53032, -22.24885], [-18.42550, 2.88646, -22.59638], [-19.49841, 3.14370, -21.55975], [-16.03660, 3.53226, -23.44826], [-15.25264, 3.89039, -23.86464], [-16.54280, 3.15960, -24.17015], [-17.56418, 3.78770, -18.71439], [-18.26179, 4.17783, -19.24105], [-17.00120, 4.52482, -18.47790], [-17.29642, 1.86101, -25.10148], [-16.88021, 1.44390, -25.85581], [-17.91965, 1.20927, -24.78045], [-17.52745, 4.68771, -21.58832], [-16.84653, 4.91710, -20.95590], [-17.04734, 4.37404, -22.35470], [-20.31985, 4.70484, -19.85082], [-20.11507, 5.28969, -20.58037], [-20.94504, 5.19594, -19.31773]], "mol_weight_da": 180.2, "e_lumo_ev": -0.01, "relative_energy_kcal_mol": 65.03, "orbital_gap_ev": 10.39, "energy_ev": -20799.7927}